{
  "formula": "C19H42AlFO16PS4",
  "method": "ωB97M-V/def2-TZVPD",
  "gap_ev": 5.40,
  "homo_energy_ev": -3.58,
  "charge": -1,
  "e_tot_ha": -4229.2434,
  "symbols": ["C", "H", "O", "C", "H", "C", "H", "O", "H", "H", "O", "S", "H", "H", "O", "H", "O", "H", "C", "H", "C", "O", "S", "C", "H", "C", "O", "H", "C", "H", "H", "O", "O", "H", "H", "C", "Al", "C", "O", "H", "H", "H", "C", "H", "F", "C", "P", "H", "O", "H", "H", "H", "H", "H", "C", "H", "H", "H", "H", "O", "H", "H", "S", "H", "C", "O", "O", "H", "O", "O", "H", "H", "H", "C", "H", "C", "H", "C", "H", "H", "C", "S", "H", "C"],
  "coordinates": [[4.14951, 3.28535, 1.28588], [1.00873, -2.44888, 1.20320], [-0.59137, -4.57449, 8.27742], [-0.61450, -3.50547, 7.32477], [-0.00335, 0.03762, 1.06042], [-4.84330, 0.06855, -1.83944], [4.94415, 2.68077, 0.83883], [2.95690, 3.07279, 0.53300], [-1.65868, -3.26356, 7.10965], [2.48481, -0.57918, 1.66452], [0.55586, 3.79749, -2.15968], [-0.61395, 4.27158, -2.82656], [1.95016, 0.17999, -3.91644], [-2.98009, 1.05235, 1.30982], [-0.33213, -2.41651, 9.37439], [-2.24501, -4.03907, -0.85297], [3.41314, 3.41402, -1.87461], [-3.02022, -2.50238, -2.78097], [-0.64443, 4.74703, -5.27596], [-1.83383, -4.92889, -3.14911], [4.44537, 4.76944, 1.14593], [2.07122, -3.76656, 2.37149], [-0.57344, -3.96639, 9.77556], [0.08715, -2.34685, 8.00803], [-4.54134, -0.39584, -2.83466], [2.74988, -1.54030, 2.10342], [-1.92433, 4.14847, -2.27651], [-0.21094, 6.86915, -5.01267], [0.05351, 5.90438, -4.58111], [3.81346, 5.36275, 1.81256], [-1.68815, 4.98964, -5.49543], [0.59770, -4.44774, 10.43882], [0.77719, -3.27922, 4.42755], [-0.17808, -1.38490, 7.57251], [0.20111, -0.93643, -5.47398], [-0.70466, 0.85915, 1.40962], [-1.33112, -0.03934, -2.51297], [1.34519, 1.06052, -3.52395], [-0.37147, 5.82841, -3.22181], [-4.48908, 1.13903, -1.79764], [-2.82021, -3.21963, -4.44299], [-0.67921, -2.97860, -0.92261], [-2.09601, 0.89204, 0.62383], [2.09289, 1.88374, -3.28678], [1.36871, -0.47832, -1.47963], [2.05152, -2.69503, 1.42015], [-2.35406, -0.64225, -0.50683], [-0.11516, -3.80378, 6.40394], [1.68876, 4.80120, -0.69986], [-0.03445, -2.75966, -5.25907], [5.49275, 5.00125, 1.33847], [-0.60292, -4.78650, -1.01162], [-2.15619, -0.97663, -4.79361], [0.56135, 1.45190, -1.50278], [-2.24828, -2.80498, -3.55947], [-4.78865, -0.54224, 0.29535], [-0.10730, 1.82426, 1.32130], [0.61025, 1.39451, -4.31827], [-0.28914, -3.99811, -3.31101], [-1.88122, -4.08781, 10.33657], [-2.04263, 1.77308, -0.10273], [-4.43676, -1.93360, -0.85398], [2.92830, 4.09997, -0.72055], [-0.96172, 0.76438, 2.51583], [-4.23016, -0.82973, -0.65774], [4.10261, 5.09605, -0.20000], [2.32842, -1.60853, 3.46876], [-0.13973, 4.45334, -6.19628], [-0.62480, 3.67690, -4.33578], [3.25667, -3.64067, 4.53546], [-2.09373, 1.29266, -3.02425], [0.70057, -1.77444, -3.92253], [1.17325, -2.47093, 7.98037], [-1.48659, -1.47715, -4.00923], [-5.96849, -0.02409, -1.76959], [-1.22916, -3.87763, -1.31838], [1.14040, 5.78160, -4.60376], [-1.33720, -3.92847, -2.90208], [4.00658, 2.98553, 2.32334], [3.83664, -1.66369, 2.08001], [-0.09113, -1.74281, -4.74358], [2.08760, -3.15817, 3.86824], [2.55261, -2.99348, 0.50053], [0.62344, 0.54800, -2.19810]],
  "forces_ev_per_angstrom": [[0.49, -0.14, -0.14], [0.06, 0.01, -0.07], [0.33, 0.32, 0.88], [-0.34, 0.38, -0.48], [-1.04, 0.74, 0.46], [-0.14, -1.26, 0.14], [0.04, 0.05, 0.07], [-0.09, 0.66, -0.15], [0.05, 0.03, 0.00], [-0.18, -0.05, 0.21], [-2.58, -0.79, -2.14], [-0.07, -0.80, 0.10], [-0.80, 1.06, 0.22], [1.03, -0.27, -0.69], [-0.51, -0.62, 0.19], [1.11, 0.63, -0.34], [-0.18, 0.61, 0.49], [0.70, -0.48, -0.89], [-0.35, 0.24, -0.14], [0.70, 1.14, 0.30], [-0.19, 0.10, 0.45], [0.36, 0.24, 1.08], [0.11, 0.12, -0.51], [0.53, -0.19, -0.40], [-0.24, 0.80, 1.15], [0.60, -0.02, -0.48], [0.83, 0.37, -0.04], [-0.12, -0.01, 0.24], [0.47, -0.15, -0.20], [0.04, -0.05, 0.03], [0.04, 0.05, -0.04], [-0.77, 0.05, -0.12], [0.74, 0.04, 0.14], [-0.12, -0.03, 0.25], [-0.42, -0.77, 0.77], [-0.30, 0.32, 0.55], [0.28, 0.11, -1.28], [1.02, -0.86, 0.78], [-0.41, -0.34, -0.13], [-0.44, -1.23, -0.02], [0.64, 0.14, 0.86], [-1.00, -0.78, -0.45], [0.55, 1.04, -1.23], [-1.00, -0.86, -0.45], [0.35, 0.54, -0.46], [-0.58, 0.53, -0.57], [-0.19, -0.50, 2.18], [-0.02, -0.14, 0.24], [2.39, 0.56, 1.63], [-0.20, 1.20, 0.35], [-0.05, 0.03, -0.23], [-0.75, 1.04, -0.31], [0.64, -0.62, 1.00], [0.36, -1.23, -0.56], [0.48, 0.43, 0.14], [1.01, -0.46, -0.96], [-0.90, -1.01, -0.09], [0.79, -0.40, 1.05], [-1.13, 0.35, 0.14], [0.76, 0.05, 0.04], [-0.28, -0.80, 1.14], [0.16, 1.39, 0.20], [-0.50, 0.07, 0.09], [0.67, -0.26, -1.28], [-0.74, 0.76, -0.72], [0.05, -0.58, -0.13], [-0.55, -0.77, 0.35], [0.03, -0.18, 0.17], [0.33, 0.57, 0.37], [-0.80, 0.03, -0.03], [0.10, 0.21, -0.11], [-0.68, 0.01, -1.22], [-0.05, 0.01, -0.08], [-0.19, 0.03, -0.84], [1.00, 0.45, -0.21], [0.65, -1.12, -0.43], [-0.03, 0.00, -0.09], [-0.63, -0.63, 0.36], [-0.24, -0.01, -0.12], [-0.03, 0.01, -0.04], [0.13, -0.65, 1.06], [0.25, 0.28, -0.97], [-0.02, -0.17, 0.18], [-1.01, 1.41, -0.20]],
  "mulliken_charge": [-0.36, 0.13, -0.32, -0.08, -0.09, -0.81, 0.28, -0.22, 0.27, 0.22, -0.18, 0.91, 0.47, 0.42, -0.33, 0.27, -0.57, -0.20, -0.30, 0.27, -0.44, -0.38, 1.10, -0.31, 0.14, -0.21, -0.58, 0.33, -0.44, 0.29, 0.28, -0.53, -0.55, 0.32, 0.27, -0.48, -1.23, -0.88, -0.35, 0.18, 0.43, -0.06, -0.40, -0.01, -0.30, -0.06, 0.18, 0.19, -0.53, 0.33, 0.32, 0.37, 0.32, -0.34, -0.25, 0.43, 0.07, 0.12, 0.33, -0.54, -0.02, 0.27, 1.13, 0.35, -0.67, -0.32, -0.29, 0.33, -0.25, -0.60, -0.24, 0.16, 0.31, 0.45, 0.40, -0.66, 0.26, -0.52, 0.32, 0.29, -1.10, 1.07, 0.33, 1.08]
}